Formula: C68H88BClFN10O5P
Source: OMol25
Level of theory: ωB97M-V with the def2-TZVPD basis set

Structure (XYZ):
```
175
C68H88BClFN10O5P (ωB97M-V with the def2-TZVPD basis set)
Cl 5.39344 2.87029 2.89917
P -2.30160 -3.67282 -0.23848
F 3.29824 6.44843 -2.71258
O 2.41128 0.57373 2.40968
O 3.16488 4.38360 -3.58165
O -1.96334 1.99518 1.27657
O -3.59647 -1.24821 -1.28098
O -3.56340 -3.72287 0.58782
N -0.03660 -0.58501 4.71860
N -4.12471 -0.01645 0.78495
N -5.57840 -5.36071 -0.59426
N -2.22928 5.55732 4.97966
N -0.90289 -0.58033 -6.91741
N -4.13856 5.43358 -1.52588
N 0.84690 -1.57634 -4.17928
N -1.60600 -6.36457 -3.72580
N -8.39904 -2.59812 4.14257
N -0.18209 6.71617 0.68343
C -1.71098 8.16269 1.36862
C 0.22629 2.36295 0.29309
C -1.62461 -1.01474 0.33158
C 0.11823 7.90977 0.08202
C 6.24178 -2.45135 -0.36805
C 4.37509 -4.04562 -1.22594
C -0.79957 -7.34525 -3.21576
C -5.71712 -7.23293 -1.77832
C 1.63952 0.70938 1.48685
C 3.31906 5.09020 -2.62582
C -6.71782 -5.99705 -0.19246
C -7.49632 -1.34698 5.73041
C -6.83610 -7.16045 -0.91140
C -6.45973 -2.04874 5.05844
C -2.15582 -1.13399 5.05766
C -8.67946 -1.70439 5.14078
C 10.78302 -0.39518 1.09102
C 0.44577 -5.53113 -3.67609
C 8.57110 -1.38828 0.07322
C 0.69044 -1.28480 -2.84871
C 1.85972 0.35901 -3.81687
C 1.10190 -1.72055 1.04165
C -4.67293 1.10708 0.00303
C -1.55932 -1.02661 -8.98515
C -1.43654 -1.32137 6.26859
C 2.42902 3.75459 -0.63339
C 1.15130 4.16317 -0.97259
C -0.68763 -0.01530 0.73071
C -2.37189 7.57184 5.88868
C 0.67544 -0.37524 1.08546
C 9.42033 -1.12194 1.34216
C 10.88640 0.36969 -0.25792
C -7.04798 -2.80905 4.08372
C -5.37238 5.40571 -2.12848
C -5.57211 4.76780 0.00857
C 2.35276 -4.31566 0.39503
C 4.07093 2.15596 0.55376
C -2.70789 -0.80095 -8.18113
C -5.23693 -0.94003 1.10772
C -1.26657 -0.67665 4.12257
C 2.88759 -3.69217 -0.91447
C -0.13372 -0.97192 6.02787
C -4.96214 -6.11017 -1.55430
C -3.68198 7.11689 5.58045
C -3.56106 5.87158 5.02407
C -0.81600 8.82895 0.48750
C -1.49945 6.58773 5.50958
C 5.02070 3.23405 1.16182
C -0.96766 1.50031 0.81911
C 2.67150 2.64433 0.18748
C -1.28706 6.86531 1.46577
C -4.26342 5.04746 -0.21649
C -0.85605 -5.25496 -4.00474
C -6.28639 4.98042 -1.19769
C 0.21479 -2.74919 0.65042
C 3.59948 4.54739 -1.22679
C 0.78924 -4.19151 0.62989
C 1.29566 -0.11929 -2.60045
C 6.37570 3.21390 0.40438
C -1.14212 -2.36144 0.29749
C 1.53485 1.96826 0.62806
C 0.48130 -6.86030 -3.17495
C -0.46219 -0.88005 -8.17793
C 7.60874 -2.59137 0.32707
C 5.34550 -3.69717 -0.06049
C 0.00631 3.48197 -0.51254
C 1.56606 -0.57119 -4.77629
C -2.26978 -0.52561 -6.91242
B -3.15440 -0.72831 -0.04625
H -7.38495 -0.65821 6.55156
H 4.45530 3.86871 -1.32889
H -4.60676 7.64379 5.74891
H -5.85373 -1.16343 0.21318
H 8.02490 -0.45717 -0.14954
H 0.72964 -0.96598 6.67182
H -5.48843 5.67883 -3.16376
H 9.98408 0.93074 -0.52733
H -7.34068 4.83504 -1.36526
H 11.74034 1.06150 -0.17716
H -5.23155 -4.47702 -0.24058
H -5.89206 -0.49442 1.87451
H 4.57686 4.23450 1.12514
H 1.28054 -4.85615 -3.78231
H 0.49194 -2.39436 -4.64280
H -3.73721 -0.83598 -8.49819
H -2.59646 -6.44687 -3.87238
H 0.55743 -4.71901 1.57159
H 9.22427 -1.66874 -0.76628
H -1.31273 -4.36735 -4.41265
H -3.40538 5.00824 0.43355
H 11.15853 -0.35509 -1.04141
H -5.49114 -8.01751 -2.48254
H -9.69304 -1.40271 5.34447
H 2.56192 -5.39716 0.32002
H 3.87956 5.33029 -0.50631
H 0.59081 -0.96409 -8.39071
H -0.42562 6.53017 5.56861
H 0.32836 5.85596 0.56899
H 1.31372 0.32672 -1.61852
H 0.80774 -0.28020 4.26472
H -2.81048 -0.29715 -6.00897
H 2.12970 -1.92512 1.34164
H 2.85216 -2.58852 -0.92457
H 4.48347 -5.06841 -1.61249
H 6.88693 2.27564 0.67887
H 4.64616 -3.37019 -2.05695
H -2.56491 8.58647 1.87069
H -4.30390 5.18391 4.65595
H -3.20543 -1.31310 4.89242
H -2.65844 -3.43102 -1.59138
H 1.80452 -0.60811 -5.82699
H -1.67704 6.03019 2.02472
H 2.82819 -3.93695 1.31013
H 6.05760 -4.53314 0.05440
H -6.62460 -3.48104 3.35555
H -1.54096 -1.26735 -10.03536
H 10.88862 0.35270 1.89715
H -0.31327 -0.42337 -6.11746
H 4.07563 1.29243 1.22250
H -4.15240 -2.02145 -1.10439
H 8.86381 -0.53390 2.09094
H 7.01506 4.04908 0.71607
H 2.25866 -4.01450 -1.76289
H 9.64744 -2.08237 1.83658
H -2.10221 8.51335 6.33806
H -0.99126 3.80303 -0.81100
H 4.84908 -3.55174 0.90724
H -3.82381 1.63993 -0.45283
H -4.82504 -1.85842 1.55762
H -3.28039 5.69705 -1.97396
H -1.69605 -4.94807 -0.20496
H 11.65851 -1.05361 1.17657
H 0.96512 8.00098 -0.57850
H -7.34820 -5.56909 0.56880
H 1.34727 -7.39758 -2.82446
H 7.50699 -2.70639 1.41819
H -1.84761 4.70338 4.61544
H -4.03609 -5.77956 -1.99774
H 5.76217 -1.53093 0.00425
H 8.10914 -3.50109 -0.04314
H -1.83093 -1.67183 7.20834
H 0.32557 -4.80548 -0.15967
H -5.97443 4.42896 0.94985
H -5.43377 0.81644 -0.74019
H 1.03039 5.02224 -1.63846
H 6.38540 -2.36690 -1.45826
H -0.85391 9.86287 0.18616
H 2.41386 1.27194 -3.96538
H -1.39920 -0.40985 3.08859
H 4.53421 1.81307 -0.39155
H -1.20557 -8.30038 -2.92819
H -9.07904 -3.03129 3.54572
H 6.23945 3.16358 -0.68518
H -5.40386 -1.99972 5.26708
H 0.16637 -1.94036 -2.17220
H -5.13510 1.78422 0.74078
H -7.63445 -7.87875 -0.82220
```

largest force on an atom = 0.036 hartree/bohr
frontier orbital gap = 6.597 eV
LUMO level = -1.48 eV
total charge = 0